# 1
Below is a cluster of 2 separate species, C2H3NO in total at a distorted geometry, with properties calculated with ωB97M-V with the def2-TZVPD basis set.

```
7
Properties=species:S:1:pos:R:3:lowdin_charge:R:1
C 1.82458 -1.21801 -0.01702 -0.066
N 1.28001 -0.79859 -0.94074 0.071
H 2.48358 -1.43631 0.75080 0.034
C -1.43812 0.84269 0.10293 -0.164
O -0.46194 0.61845 0.73984 -0.033
H -2.50489 0.92415 0.33841 0.075
H -1.18322 1.06761 -0.97422 0.082
```

Calculated values
SMILES string = C#N.C=O
orbital gap = 11.02 eV
energy relative to the best compared isomer or geometry (same formula, charge and spin) = 42.3 kcal per mole

=====

# 2
Below is a cluster of 2 separate species, C2H3NO2 in total at a distorted geometry, with properties calculated with ωB97M-V with the def2-TZVPD basis set.

```
8
Properties=species:S:1:pos:R:3:lowdin_charge:R:1
C 2.22918 -0.04474 0.15875 -0.243
C -0.16392 0.53141 0.13062 0.068
N 3.29013 -0.45196 0.01844 -0.086
O -0.95499 -1.58831 -0.17630 0.033
O -0.73700 -0.51471 0.70669 -0.093
H -0.05345 1.36197 0.80889 0.099
H -0.17983 0.66021 -0.93480 0.096
H -0.16513 -2.15322 -0.10769 0.126
```

Calculated values
orbital gap = 9.26 eV
energy relative to the best compared isomer or geometry (same formula, charge and spin) = 151.0 kcal per mole

=====

# 3
Below is an isolated molecule of C2H3NO2 at a distorted geometry, with properties calculated with ωB97M-V with the def2-TZVPD basis set.

```
8
Properties=species:S:1:pos:R:3:lowdin_charge:R:1
C -0.01090 -0.41627 -0.30498 -0.131
C -0.69914 0.59532 0.53013 -0.115
O -2.03261 0.80097 -0.12442 -0.084
O -2.32238 -0.54523 -0.21642 -0.082
N -1.07682 -0.91463 0.48389 0.020
H -0.25501 -0.32744 -1.41997 0.158
H 0.80548 -0.93483 0.09915 0.104
H -0.27474 1.32579 1.18188 0.130
```

Calculated values
SMILES string = C1[C@H]2OON12
orbital gap = 10.24 eV
energy relative to the best compared isomer or geometry (same formula, charge and spin) = 170.5 kcal per mole